The following is a DFT calculation (ωB97M-V/def2-TZVPD) of the ion C4H9F2O3SSi with charge -1 in a non-equilibrium geometry.

Last column: Löwdin charge in e.
CARTESIAN COORDINATES (ANGSTROEM)
C: -0.7102 1.5721 -0.8069  -0.14
Si: 0.5402 0.2152 -0.1883  0.48
F: 3.4651 -1.6022 -0.7314  -0.13
C: 0.3904 -0.2166 1.6399  -0.14
H: 0.9576 -2.2515 -1.2223  0.03
O: 2.0144 0.6161 -0.8334  -0.37
H: -0.9246 -1.6283 -0.9539  0.03
H: -1.7444 1.5384 -0.4258  0.03
H: -0.5256 0.0533 1.9607  -0.02
O: 3.1819 1.6431 1.1099  -0.36
O: 4.3054 1.2371 -1.0371  -0.31
C: 0.1782 -1.4329 -1.2426  -0.18
F: 4.9450 -1.0747 0.8066  -0.15
H: 0.7164 -1.2111 1.7807  0.02
H: 1.0565 0.3687 2.2022  0.01
H: -0.2046 2.4148 -0.2758  0.04
C: 3.5398 -0.9931 0.5307  -0.36
H: 0.0390 -1.2675 -2.3141  0.00
S: 3.4573 0.7553 -0.0153  0.60
H: -0.7439 1.7390 -1.7610  -0.06

Output
Strongest force on any atom (Eh/bohr): 0.1391
Lowest unoccupied orbital energy (eV): 3.43
SMILES: C[Si](C)(C)O[S@@](=O)([O-])=C(F)F
Total energy (Eh): -1270.97534
Net charge: -1